C3H13NO3 | ωB97M-V with the def2-TZVPD basis set

```
20
Properties=species:S:1:pos:R:3:forces:R:3
N -0.6046 -2.9555 1.6342 2.141 1.066 -1.417
C -0.4849 -1.8228 0.6236 -4.465 -2.244 0.806
C -0.8924 -0.4528 1.1805 3.330 0.862 -0.731
C -0.1070 0.6932 0.4277 0.705 0.499 2.981
O 0.0158 1.9013 1.2870 -1.666 -0.611 -1.283
H 0.0217 -2.7131 2.3820 0.272 -0.156 0.458
H -1.4920 -3.0135 2.0417 -1.683 0.096 0.405
H -1.1597 -2.2478 -0.2270 1.219 1.398 1.080
H 0.4940 -1.8009 0.2950 2.014 -0.046 -0.714
H -1.8740 -0.1651 1.1954 -2.921 0.116 -0.735
H -0.7005 -0.3383 2.2487 0.873 -0.375 0.070
H 0.9179 0.4299 0.1585 -0.196 -0.444 -0.147
H -0.6227 1.0456 -0.4157 -0.686 0.246 -1.245
H 0.8366 1.9357 1.7420 1.060 -0.359 0.450
O -0.6962 5.4262 -0.6566 -1.613 -0.058 0.424
H 0.1082 5.0044 -0.4007 0.919 -0.470 0.247
H -1.3700 4.9986 -0.0800 0.696 0.475 -0.650
O 2.2005 -2.2030 -4.3058 3.155 3.004 1.072
H 2.4994 -2.2471 -5.2343 -0.244 -0.035 0.533
H 2.9100 -1.4751 -3.8964 -2.910 -2.964 -1.603
```
Positions in Å, forces in eV/Å.

- SMILES string: NCCCO.O.O
- Kohn-Sham gap: 9.958 eV
- Calculated total energy: -402.5073 hartree
- Relative energy (zero: lowest compared OMol25 entry of this formula, charge and spin): 45.9 kcal per mole
- Charge: 0
- 2S+1: 1
- Molecular weight: 111.1 g mol⁻¹
- Highest occupied orbital energy: -9.39 eV

Atom charges from the natural (NBO) analysis, given in e for atoms 1 to 2: number 1, N, carries -0.82; number 2, C, carries -0.22